1.
{
  "formula": "C4H9N2",
  "method": "the ωB97M-V functional and the def2-TZVPD basis",
  "total_charge": 1,
  "multiplicity": 1,
  "e_above_lowest_kj_mol": 297.5,
  "homo_lumo_gap_ev": 7.92,
  "species": ["C", "C", "C", "C", "N", "N", "H", "H", "H", "H", "H", "H", "H", "H", "H"],
  "xyz": [[-0.743, 0.072, 1.125], [-0.659, 0.748, -0.027], [0.363, -1.473, 1.442], [0.115, 1.350, -2.276], [0.352, -1.978, 2.616], [0.125, 0.548, -1.078], [-1.375, 0.233, 1.966], [-1.321, 1.607, -0.102], [0.958, -1.868, 0.637], [-0.310, 0.791, -3.113], [-0.483, 2.246, -2.118], [1.136, 1.640, -2.535], [-0.221, -1.570, 3.349], [0.903, -2.795, 2.870], [0.755, -0.238, -1.088]]
}


2.
{
  "formula": "C4H9N2",
  "method": "the ωB97M-V functional and the def2-TZVPD basis",
  "total_charge": 1,
  "multiplicity": 1,
  "e_above_lowest_kj_mol": 629.0,
  "homo_lumo_gap_ev": [7.41, 7.41],
  "species": ["C", "C", "C", "C", "N", "N", "H", "H", "H", "H", "H", "H", "H", "H", "H"],
  "xyz": [[-0.781, -0.006, -0.223], [-1.314, 1.331, -0.410], [-1.501, -1.189, 0.242], [2.956, -0.106, 0.470], [0.252, -0.373, -1.218], [0.644, -0.142, -0.131], [-0.546, 2.091, -0.750], [-1.648, 1.923, 0.479], [-2.014, 1.485, -1.160], [-2.494, -1.279, -0.256], [-1.696, -1.304, 1.308], [-0.823, -2.067, 0.132], [3.265, -0.105, -0.573], [3.093, -0.995, 1.075], [2.607, 0.736, 1.014]]
}


3.
{
  "formula": "C4H9N2",
  "method": "the ωB97M-V functional and the def2-TZVPD basis",
  "total_charge": 1,
  "multiplicity": 1,
  "e_above_lowest_kj_mol": 592.7,
  "homo_lumo_gap_ev": 9.82,
  "species": ["C", "C", "C", "C", "N", "N", "H", "H", "H", "H", "H", "H", "H", "H", "H"],
  "xyz": [[2.257, -0.793, -0.316], [-1.322, -0.954, 0.383], [-0.953, 1.449, -0.312], [-0.348, 0.183, 0.239], [1.958, 0.550, -0.666], [0.966, -0.046, -0.223], [2.472, -1.611, -0.915], [2.845, -0.828, 0.601], [-2.075, -0.616, 1.041], [-1.773, -1.044, -0.586], [-1.001, -1.885, 0.721], [-0.509, 1.484, -1.310], [-0.741, 2.342, 0.257], [-2.054, 1.270, -0.493], [0.277, 0.499, 1.580]]
}


4.
{
  "formula": "C4H9N2",
  "method": "the ωB97M-V functional and the def2-TZVPD basis",
  "total_charge": 1,
  "multiplicity": 1,
  "e_above_lowest_kj_mol": 379.4,
  "smiles": "C[C@H]1[NH2+][C@@]12CN2",
  "homo_lumo_gap_ev": 11.18,
  "species": ["C", "C", "N", "C", "C", "N", "H", "H", "H", "H", "H", "H", "H", "H", "H"],
  "xyz": [[-1.811, -0.275, 0.107], [-0.479, -0.863, -0.345], [0.233, -0.034, -1.447], [0.630, -0.122, 0.104], [1.033, 0.954, 1.134], [1.842, -0.187, 0.738], [-1.861, 0.723, -0.344], [-1.691, -0.030, 1.166], [-2.620, -0.987, 0.007], [-0.481, -1.939, -0.572], [0.928, -0.466, -2.172], [-0.434, 0.595, -1.937], [1.291, 1.989, 0.963], [0.607, 0.735, 2.155], [2.813, -0.092, 0.442]]
}